Entry 1:
Computed, not measured: a cluster of 8 separate species, C32H88N8O8 in total at a distorted geometry, with the ωB97M-V functional and the def2-TZVPD basis.

Atoms and positions in Å:
C  4.125  -16.672  16.510
C  2.953  -17.174  17.330
C  1.710  -17.574  16.535
O  2.038  -18.587  15.620
C  0.960  -19.096  14.902
N  3.468  -18.255  18.127
H  4.270  -17.527  15.849
H  5.044  -16.501  17.071
H  3.942  -15.833  15.840
H  2.688  -16.417  18.068
H  1.275  -16.696  16.057
H  0.870  -17.959  17.113
H  0.344  -19.791  15.473
H  1.587  -19.706  14.252
H  0.378  -18.402  14.296
H  4.061  -18.899  17.622
H  2.782  -18.985  18.256
C  4.801  -15.101  21.960
C  5.135  -14.049  20.850
C  6.378  -14.318  19.998
O  7.452  -14.365  20.917
C  8.365  -15.463  20.768
N  3.880  -13.921  20.046
H  4.368  -15.950  21.430
H  4.042  -14.698  22.630
H  5.703  -15.336  22.525
H  5.359  -13.073  21.280
H  6.541  -13.499  19.297
H  6.379  -15.198  19.355
H  7.868  -16.414  20.576
H  8.971  -15.728  21.635
H  8.976  -15.325  19.876
H  3.718  -14.850  19.685
H  3.043  -13.640  20.538
C  4.857  -22.469  12.148
C  3.711  -22.320  13.223
C  3.903  -21.214  14.296
O  5.110  -21.476  14.998
C  5.521  -20.382  15.853
N  2.464  -22.238  12.478
H  4.685  -23.429  11.661
H  5.852  -22.640  12.559
H  4.797  -21.653  11.428
H  3.688  -23.249  13.792
H  3.172  -21.347  15.094
H  3.806  -20.247  13.802
H  4.802  -19.937  16.541
H  6.099  -19.572  15.407
H  6.232  -20.767  16.584
H  2.371  -21.319  12.070
H  1.667  -22.094  13.081
C  5.572  -12.953  16.559
C  7.016  -12.490  16.619
C  7.959  -13.571  16.061
O  7.945  -14.645  16.947
C  8.440  -15.821  16.392
N  7.162  -11.390  15.733
H  5.232  -13.342  15.599
H  5.026  -12.010  16.550
H  5.286  -13.647  17.350
H  7.358  -12.102  17.579
H  8.974  -13.188  15.955
H  7.598  -13.956  15.108
H  8.419  -16.599  17.154
H  9.446  -15.760  15.978
H  7.727  -16.036  15.596
H  6.504  -10.629  15.816
H  8.110  -11.064  15.606
C  0.279  -18.202  20.500
C  -1.135  -18.644  20.124
C  -1.402  -19.383  18.752
O  -2.828  -19.538  18.732
C  -3.403  -20.554  17.959
N  -1.586  -19.435  21.231
H  0.460  -18.050  21.564
H  0.531  -17.351  19.868
H  0.922  -19.065  20.326
H  -1.729  -17.733  20.041
H  -0.727  -20.214  18.546
H  -1.085  -18.698  17.966
H  -2.704  -21.382  18.079
H  -3.537  -20.281  16.912
H  -4.400  -20.760  18.348
H  -1.308  -18.980  22.089
H  -2.579  -19.272  21.311
C  2.313  -21.542  18.218
C  2.613  -22.410  19.476
C  1.181  -22.729  20.148
O  0.164  -23.218  19.274
C  -1.052  -23.398  20.032
N  3.183  -23.683  19.100
H  3.312  -21.348  17.827
H  1.834  -20.575  18.376
H  1.790  -22.142  17.473
H  3.226  -21.921  20.234
H  0.866  -21.759  20.534
H  1.255  -23.243  21.106
H  -0.683  -24.185  20.689
H  -1.814  -23.723  19.323
H  -1.414  -22.520  20.567
H  2.496  -24.074  18.471
H  3.073  -24.273  19.912
C  0.901  -24.036  15.683
C  -0.383  -23.215  15.836
C  -1.074  -22.769  14.551
O  -0.145  -22.127  13.698
C  -0.606  -21.576  12.426
N  -1.027  -23.736  16.975
H  1.406  -24.047  16.650
H  1.558  -23.733  14.868
H  0.686  -25.066  15.400
H  0.067  -22.267  16.131
H  -1.913  -22.117  14.794
H  -1.397  -23.703  14.091
H  0.186  -20.981  11.972
H  -1.369  -20.842  12.684
H  -1.009  -22.352  11.775
H  -0.997  -24.745  16.941
H  -0.373  -23.459  17.693
C  3.777  -16.996  12.336
C  2.565  -17.245  11.367
C  2.979  -17.537  9.922
O  1.797  -17.742  9.083
C  2.114  -18.032  7.668
N  1.884  -18.430  11.830
H  4.609  -17.675  12.155
H  3.382  -16.975  13.352
H  4.192  -16.044  12.005
H  1.833  -16.458  11.553
H  3.543  -18.465  9.832
H  3.745  -16.846  9.572
H  2.622  -17.201  7.179
H  1.184  -18.113  7.104
H  2.615  -18.996  7.570
H  1.253  -18.288  12.606
H  1.259  -18.611  11.058

## Properties
- relative energy (zero: lowest compared OMol25 entry of this formula, charge and spin) (kJ/mol) = 548.1
- HOMO level (hartree) = -0.3245
- calculated total energy (eV) = -62903.087

Entry 2:
Computed, not measured: a cluster of 5 separate species, C32H89FN13O6P5 in total at a distorted geometry, with the ωB97M-V functional and the def2-TZVPD basis.

Atoms and positions in Å:
N  -0.785  -4.236  -2.834
C  -0.021  -3.009  -3.117
C  -0.340  -2.356  -4.481
P  -2.138  -1.852  -4.722
C  -3.023  -3.321  -5.484
C  -3.773  -4.272  -4.518
C  -5.243  -3.839  -4.209
C  -5.771  -4.434  -2.897
O  -5.015  -4.104  -1.734
C  -2.872  -1.455  -3.028
C  -2.947  0.076  -2.970
O  -2.129  0.778  -3.364
F  -4.074  0.595  -2.445
H  -1.138  -4.243  -1.884
H  -0.245  -5.078  -2.986
H  -0.120  -2.332  -2.257
H  1.053  -3.291  -3.146
H  0.209  -1.396  -4.492
H  0.033  -2.933  -5.338
H  -2.282  -3.835  -6.114
H  -3.773  -2.897  -6.175
H  -3.856  -5.248  -5.036
H  -3.247  -4.479  -3.577
H  -5.866  -4.251  -5.025
H  -5.350  -2.744  -4.284
H  -5.827  -5.538  -2.940
H  -6.796  -4.059  -2.719
H  -4.214  -3.611  -1.953
H  -2.237  -1.785  -2.194
H  -3.910  -1.803  -2.935
O  3.001  1.184  0.225
P  2.573  2.637  0.046
N  1.420  2.642  1.325
C  0.164  3.350  1.365
C  1.972  2.501  2.667
N  1.871  2.397  -1.526
C  0.503  1.926  -1.661
C  2.728  1.638  -2.435
N  2.411  4.355  -0.179
C  3.039  5.208  0.816
C  1.615  5.076  -1.151
H  0.290  4.421  1.564
H  -0.475  2.952  2.159
H  -0.420  3.232  0.455
H  2.331  3.462  3.060
H  2.810  1.801  2.675
H  1.229  2.102  3.362
H  0.289  1.067  -1.008
H  0.284  1.632  -2.688
H  -0.212  2.724  -1.454
H  2.676  0.559  -2.245
H  3.771  1.945  -2.334
H  2.435  1.819  -3.472
H  2.301  5.599  1.527
H  3.558  6.054  0.356
H  3.791  4.654  1.382
H  0.549  5.026  -0.915
H  1.773  4.717  -2.165
H  1.891  6.135  -1.169
O  -0.467  6.273  2.935
P  -0.154  7.507  3.779
N  -1.679  7.509  4.593
C  -2.469  8.646  5.007
C  -1.899  6.383  5.497
N  -0.106  8.602  2.429
C  -1.337  9.168  1.904
C  0.728  8.126  1.322
N  0.488  8.763  4.793
C  0.888  8.378  6.143
C  0.567  10.187  4.540
H  -2.081  9.139  5.911
H  -3.490  8.328  5.230
H  -2.573  9.395  4.227
H  -1.439  6.557  6.479
H  -1.478  5.464  5.087
H  -2.965  6.196  5.644
H  -2.121  8.413  1.760
H  -1.162  9.662  0.946
H  -1.715  9.962  2.552
H  0.206  7.381  0.709
H  1.648  7.672  1.691
H  1.016  8.958  0.675
H  0.136  8.674  6.883
H  1.843  8.830  6.422
H  1.022  7.297  6.214
H  -0.414  10.665  4.608
H  1.007  10.412  3.572
H  1.214  10.676  5.274
O  -3.099  -1.487  0.337
P  -2.463  -0.953  1.617
N  -2.508  -2.453  2.470
C  -2.744  -2.672  3.877
C  -1.640  -3.497  1.933
N  -3.789  0.097  2.026
C  -4.940  -0.401  2.759
C  -4.250  0.893  0.891
N  -1.506  -0.176  2.838
C  -0.087  -0.516  2.876
C  -1.935  0.678  3.926
H  -1.872  -2.437  4.506
H  -2.993  -3.721  4.055
H  -3.598  -2.114  4.254
H  -0.608  -3.389  2.293
H  -1.620  -3.467  0.843
H  -1.999  -4.492  2.209
H  -5.319  -1.349  2.356
H  -5.756  0.325  2.743
H  -4.710  -0.526  3.820
H  -4.902  0.317  0.226
H  -3.401  1.248  0.303
H  -4.800  1.775  1.230
H  0.133  -1.229  3.680
H  0.535  0.370  3.020
H  0.229  -0.966  1.932
H  -2.435  0.107  4.714
H  -2.593  1.477  3.593
H  -1.078  1.178  4.387
O  4.390  -5.202  -3.449
P  4.643  -6.703  -3.399
N  2.985  -7.147  -3.197
C  2.438  -8.230  -2.414
C  2.129  -6.868  -4.345
N  5.519  -6.662  -1.899
C  4.814  -6.692  -0.628
C  6.540  -5.615  -1.852
N  5.155  -8.348  -3.623
C  4.870  -8.955  -4.919
C  5.717  -9.266  -2.654
H  2.555  -9.214  -2.892
H  1.368  -8.075  -2.259
H  2.861  -8.282  -1.414
H  2.191  -7.664  -5.099
H  2.408  -5.930  -4.827
H  1.083  -6.760  -4.045
H  3.971  -5.989  -0.597
H  5.487  -6.452  0.197
H  4.454  -7.698  -0.399
H  6.111  -4.632  -1.630
H  7.067  -5.543  -2.805
H  7.285  -5.846  -1.086
H  4.001  -9.621  -4.867
H  5.723  -9.529  -5.290
H  4.661  -8.189  -5.668
H  4.961  -9.621  -1.948
H  6.545  -8.830  -2.101
H  6.131  -10.148  -3.152

## Properties
- relative energy (zero: lowest compared OMol25 entry of this formula, charge and spin) (kJ/mol) = 0.0
- HOMO level (hartree) = -0.2737
- calculated total energy (eV) = -115436.632

Entry 3:
Computed, not measured: a cluster of 9 separate species, C32H89N7O11 in total at a distorted geometry, with the ωB97M-V functional and the def2-TZVPD basis.

Atoms and positions in Å:
C  7.137  -6.077  2.737
C  6.550  -6.622  4.030
C  5.043  -6.906  3.769
O  4.356  -5.655  3.943
C  2.931  -5.801  3.838
N  7.282  -7.845  4.388
H  6.704  -5.080  2.657
H  6.920  -6.641  1.830
H  8.224  -6.029  2.806
H  6.675  -5.947  4.877
H  4.678  -7.516  4.596
H  4.828  -7.325  2.786
H  2.303  -4.955  4.116
H  2.567  -6.648  4.419
H  2.704  -6.040  2.799
H  7.455  -8.411  3.569
H  6.700  -8.363  5.030
C  5.666  -1.672  -1.383
C  6.549  -2.939  -1.613
C  5.691  -4.261  -1.896
O  6.474  -5.446  -1.654
C  5.853  -6.695  -1.948
N  7.564  -2.704  -2.665
H  6.186  -0.736  -1.183
H  4.943  -1.835  -0.583
H  4.997  -1.508  -2.228
H  7.078  -3.164  -0.687
H  5.202  -4.300  -2.869
H  4.964  -4.326  -1.087
H  5.246  -7.131  -1.154
H  6.668  -7.364  -2.221
H  5.223  -6.707  -2.837
H  7.678  -3.635  -3.041
H  8.476  -2.636  -2.236
C  -3.482  1.970  -0.510
C  -2.961  0.561  -0.494
C  -1.614  0.532  0.171
O  -0.900  -0.631  -0.062
C  0.226  -0.611  0.754
N  -4.019  -0.190  0.226
H  -2.779  2.672  -0.957
H  -3.797  2.367  0.455
H  -4.360  2.096  -1.143
H  -2.836  0.195  -1.513
H  -1.742  0.758  1.230
H  -0.990  1.279  -0.319
H  0.658  -1.611  0.789
H  0.153  -0.193  1.758
H  1.046  -0.034  0.327
H  -3.736  -1.134  0.446
H  -4.787  -0.447  -0.377
C  0.970  1.663  -4.548
C  -0.084  1.147  -5.477
C  -1.067  2.295  -5.820
O  -2.039  1.679  -6.660
C  -3.245  2.412  -6.776
N  0.634  0.801  -6.646
H  1.814  2.253  -4.906
H  1.365  0.714  -4.187
H  0.467  2.257  -3.784
H  -0.556  0.231  -5.120
H  -0.578  3.110  -6.354
H  -1.452  2.613  -4.852
H  -3.824  2.673  -5.890
H  -3.763  1.911  -7.594
H  -3.001  3.402  -7.161
H  1.626  0.781  -6.460
H  0.554  1.601  -7.258
C  -4.308  7.803  -0.033
C  -3.375  8.813  -0.620
C  -2.991  8.465  -2.059
O  -2.332  7.177  -2.213
C  -0.930  7.080  -1.822
N  -3.997  10.153  -0.653
H  -4.609  8.121  0.965
H  -3.784  6.856  0.100
H  -5.140  7.578  -0.701
H  -2.432  8.753  -0.077
H  -2.312  9.201  -2.488
H  -3.897  8.547  -2.661
H  -0.756  6.019  -1.641
H  -0.719  7.720  -0.965
H  -0.291  7.296  -2.678
H  -3.359  10.794  -1.103
H  -4.746  10.131  -1.330
C  -0.188  4.871  2.367
C  1.119  4.362  3.053
C  2.369  4.589  2.184
O  2.288  3.557  1.246
C  3.156  3.797  0.098
N  1.192  4.870  4.389
H  -0.374  4.195  1.533
H  -0.168  5.913  2.046
H  -1.056  4.638  2.984
H  1.011  3.280  3.124
H  3.285  4.644  2.772
H  2.360  5.565  1.699
H  4.183  4.034  0.377
H  2.828  4.571  -0.596
H  3.186  2.880  -0.489
H  1.221  5.875  4.296
H  2.134  4.733  4.728
C  -3.165  -6.259  -1.855
C  -3.405  -4.987  -0.987
C  -3.207  -5.273  0.535
O  -3.316  -3.967  1.164
C  -3.048  -3.926  2.555
N  -2.476  -3.993  -1.435
H  -3.745  -7.137  -1.568
H  -2.116  -6.523  -1.717
H  -3.324  -5.956  -2.890
H  -4.381  -4.527  -1.137
H  -2.233  -5.707  0.761
H  -3.931  -5.990  0.923
H  -2.033  -4.290  2.713
H  -3.765  -4.461  3.178
H  -3.124  -2.918  2.961
H  -1.595  -4.171  -0.974
H  -2.700  -3.113  -0.994
C  -9.026  1.354  -2.326
C  -8.395  0.039  -2.786
O  -8.454  -0.987  -1.789
O  -10.388  1.502  -2.713
H  -8.581  2.192  -2.863
H  -8.938  1.504  -1.250
H  -7.314  0.129  -2.900
H  -8.819  -0.279  -3.738
H  -9.389  -1.131  -1.629
H  -10.854  0.841  -2.197
C  1.815  0.430  6.815
C  1.554  0.226  8.298
O  0.359  -0.571  8.534
O  1.936  -0.802  6.091
H  2.660  1.111  6.722
H  0.955  0.963  6.409
H  1.302  1.180  8.762
H  2.390  -0.100  8.917
H  -0.373  -0.217  8.023
H  1.141  -1.267  6.361

## Properties
- relative energy (zero: lowest compared OMol25 entry of this formula, charge and spin) (kJ/mol) = 709.5
- HOMO level (hartree) = -0.3268
- calculated total energy (eV) = -67571.778

no.,Kohn-Sham gap (Ha)
1,0.3476
2,0.2530
3,0.3369